1.
The following is a DFT calculation (wB97M-V/def2-TZVPD) of a structure of composition C13H41N8O8Tl.

Last column: Mulliken charge in e.
Element x y z (Å)
Tl -2.42 1.46 2.56  1.102
O -0.38 0.73 0.55  -0.358
H -0.73 -0.17 0.45  -0.434
C -2.82 5.08 -1.15  -1.500
C -3.15 3.95 -0.26  0.209
C -3.92 2.79 -0.85  -0.942
O -4.05 1.69 0.05  -0.080
C -4.92 0.68 -0.40  -0.829
N -1.88 3.44 0.30  -0.007
H -2.24 5.87 -0.65  0.460
H -3.75 5.48 -1.54  0.435
H -2.19 4.88 -2.02  0.260
H -3.78 4.25 0.58  0.305
H -3.58 2.50 -1.84  0.431
H -4.92 3.15 -1.12  0.557
H -4.95 -0.14 0.31  0.181
H -4.50 0.43 -1.37  0.363
H -5.97 0.96 -0.51  0.318
H -1.26 4.19 0.58  0.303
H -1.26 2.93 -0.31  -0.116
C 1.48 -2.34 -0.71  -0.711
C 2.43 -2.97 0.27  0.592
C 3.32 -3.98 -0.40  -1.051
O 4.08 -4.72 0.49  -0.338
C 4.94 -5.68 -0.16  -0.797
N 3.26 -1.88 0.80  -0.646
H 0.96 -3.17 -1.20  0.539
H 2.07 -1.81 -1.46  0.345
H 0.71 -1.73 -0.23  -0.222
H 1.93 -3.44 1.11  0.333
H 4.01 -3.47 -1.07  0.386
H 2.77 -4.62 -1.09  0.465
H 5.32 -6.29 0.66  0.270
H 5.79 -5.30 -0.73  0.321
H 4.40 -6.38 -0.80  0.343
H 3.88 -1.48 0.12  0.342
H 3.85 -2.33 1.48  0.204
C -0.66 1.91 -2.74  0.169
C 0.58 2.78 -2.71  -0.399
O 0.81 3.37 -1.42  -0.454
O -0.29 0.59 -2.30  -0.597
H -1.08 1.96 -3.75  0.500
H -1.42 2.29 -2.07  -0.500
H 0.54 3.41 -3.59  0.493
H 1.38 2.07 -2.94  0.329
H 0.91 2.61 -0.84  0.001
H -0.17 0.60 -1.35  0.319
C -2.47 -2.05 0.24  0.657
O -2.82 -1.13 0.99  -0.536
N -2.59 -3.27 0.53  -0.419
N -1.93 -1.95 -0.97  -0.209
H -2.26 -4.01 -0.07  0.170
H -2.79 -3.41 1.51  0.287
H -1.76 -1.03 -1.36  -0.034
H -1.57 -2.71 -1.53  0.240
C 2.99 2.10 0.86  0.615
O 4.22 2.15 0.81  -0.575
N 2.27 3.06 1.32  -0.166
N 2.29 1.01 0.56  0.288
H 1.28 3.08 1.54  0.125
H 2.77 3.89 1.62  0.245
H 1.28 1.11 0.61  0.118
H 2.68 0.17 0.16  -0.075
C 0.26 -1.15 3.47  0.419
O -0.84 -0.63 3.72  -0.592
N 0.81 -2.06 4.18  -0.319
N 0.88 -0.97 2.33  0.085
H 0.23 -2.32 4.96  0.295
H 1.71 -2.46 3.95  0.183
H 0.46 -0.30 1.70  -0.063
H 1.81 -1.29 2.13  0.364

Output
- E: -47119.5268 eV
- Kohn-Sham gap: 2.4 eV
- Largest force on an atom: 6.662 eV/A
- LUMO: -0.4469 Eh
- Total charge: +2

2.
The following is a DFT calculation (wB97M-V/def2-TZVPD) of a cluster of 8 separate species, C13H42N6O8 in total.

Last column: natural (NBO) charge in e.
Element x y z (Å)
C -1.32 4.84 -0.81  -0.648
C -1.91 3.94 -1.91  -0.063
O -1.39 2.62 -1.69  -0.771
H -1.93 4.72 0.09  0.210
H -1.57 5.89 -0.93  0.232
H -0.29 4.64 -0.62  0.221
H -1.68 4.26 -2.94  0.169
H -3.00 3.91 -1.89  0.175
H -1.93 1.99 -2.23  0.509
C 2.56 1.22 -0.69  -0.641
C 1.52 1.55 -1.76  -0.073
O 0.60 0.49 -1.86  -0.736
H 3.29 2.06 -0.64  0.232
H 3.09 0.37 -0.99  0.208
H 2.15 1.03 0.30  0.213
H 2.04 1.62 -2.68  0.167
H 0.96 2.52 -1.67  0.178
H -0.02 0.73 -2.50  0.482
C -0.14 -2.73 -1.51  -0.628
C -0.11 -2.51 -3.03  -0.061
O 0.78 -3.44 -3.65  -0.744
H 0.82 -2.55 -1.02  0.198
H -0.50 -3.78 -1.36  0.219
H -0.88 -2.05 -1.00  0.233
H 0.16 -1.55 -3.41  0.156
H -1.06 -2.78 -3.49  0.158
H 0.78 -3.30 -4.60  0.464
C 3.12 -2.60 0.97  -0.643
C 3.92 -1.42 1.48  -0.050
O 5.22 -1.34 1.04  -0.704
H 3.60 -3.55 1.00  0.216
H 3.02 -2.48 -0.13  0.207
H 2.21 -2.74 1.54  0.188
H 3.85 -1.44 2.60  0.163
H 3.42 -0.52 1.19  0.158
H 5.29 -1.55 0.13  0.465
C -4.89 -0.60 -1.59  -0.622
C -3.75 -0.43 -0.57  -0.067
O -2.62 0.10 -1.28  -0.786
H -5.81 -1.01 -1.06  0.216
H -4.67 -1.33 -2.37  0.211
H -5.08 0.29 -2.11  0.200
H -3.49 -1.42 -0.07  0.207
H -3.97 0.22 0.20  0.164
H -1.79 0.15 -0.77  0.480
C -0.66 -3.02 1.92  0.749
O -1.95 -2.92 1.46  -0.744
N -0.13 -2.03 2.61  -0.884
N 0.04 -4.08 1.66  -0.814
H -0.74 -1.24 2.88  0.466
H 0.78 -2.01 3.16  0.394
H -0.48 -4.91 1.21  0.431
H 1.04 -4.19 1.78  0.396
C -1.08 0.60 1.51  0.769
O -1.68 0.14 2.61  -0.705
N -1.29 1.77 0.98  -0.878
N -0.16 -0.07 0.80  -0.927
H -1.99 2.32 1.52  0.415
H -1.07 2.06 0.00  0.452
H 0.05 -0.93 1.29  0.421
H 0.30 0.09 -0.12  0.453
C 1.61 2.21 3.22  0.752
O 2.35 2.71 4.29  -0.757
N 0.89 3.00 2.45  -0.844
N 1.57 0.96 2.93  -0.822
H 0.85 3.99 2.68  0.413
H 0.18 2.65 1.75  0.404
H 1.91 0.22 3.56  0.406
H 1.04 0.62 2.17  0.391

Output
- Energy relative to the best compared isomer or geometry (same formula, charge and spin): 90.45 kcal/mol
- E: -39480.9973 eV
- Kohn-Sham gap: 8.8 eV
- Largest force on an atom: 9.078 eV/A
- LUMO: 0.0059 Eh
- SMILES string: NC(N)=O.NC(N)=O.NC(N)=O.CCO.CCO.CCO.CCO.CCO